The following is a DFT calculation (ωB97M-V/def2-TZVPD) of 2 unconnected molecules or ions with the total composition C6H6O.

Cartesian coordinates (Å):
C  -1.16019  -0.44138  0.31850
C  -1.96608  -1.04708  0.98030
C  1.10789  0.14613  -1.33285
H  -1.53974  0.75728  -1.32500
H  1.82269  0.93160  -1.66082
H  -2.65624  -1.56916  1.60069
C  -0.76478  0.66511  -0.55199
H  2.05778  -1.21633  1.89407
H  1.15410  -0.65155  -2.10945
O  -0.82963  1.84921  0.16834
C  1.54308  -0.38325  -0.08943
C  1.60637  -0.75948  1.05544
H  -0.43641  1.72245  1.04691

total energy	-8360.249	eV
strongest force on any atom	1.3	eV/A
orbital gap	9.8689	eV
2S+1	1
charge	0
energy above the lowest of the compared OMol25 structures with the same formula, charge and spin	144.3	kcal per mole